The following is a quantum chemistry calculation of C8H12N4O in the gas phase in a non-equilibrium geometry, from the OMol25 dataset.

XYZ file:
```
25
Properties=species:S:1:pos:R:3
H 3.511 -2.110 -0.543
N 3.171 -1.319 -1.084
C 2.472 -0.580 -0.396
N 2.250 -0.691 0.988
O 2.281 0.416 1.800
N 1.690 0.424 -0.879
C 0.319 0.663 -0.531
C -0.047 1.986 -0.220
C -1.417 2.219 0.101
C -2.380 1.173 0.032
C -1.869 -0.082 -0.237
C -3.029 -1.191 -0.443
N -3.187 -1.957 0.787
C -0.570 -0.358 -0.524
H 2.939 -1.282 1.419
H 2.629 1.210 1.319
H 1.980 0.868 -1.717
H 0.698 2.749 -0.435
H -1.825 3.204 0.426
H -3.467 1.467 0.194
H -2.835 -1.812 -1.401
H -3.992 -0.697 -0.583
H -3.702 -1.409 1.416
H -2.350 -2.351 1.094
H -0.183 -1.342 -0.960
```

Properties
Calculated total energy: -16495.486 eV
E_HOMO: -8.615 eV
Kohn-Sham gap: 9.39 eV
Energy above the lowest of the compared OMol25 structures with the same formula, charge and spin: 53.6 kcal per mole
LUMO energy: 0.78 eV

---

The following is a quantum chemistry calculation of C8H12N4O2S in the gas phase in a non-equilibrium geometry, from the OMol25 dataset.

XYZ file:
```
27
Properties=species:S:1:pos:R:3
C -0.346 1.261 -1.444
C -0.105 0.297 -2.429
C 0.451 -1.326 -0.654
C -0.377 0.839 -0.148
C 0.028 -0.416 0.359
C 0.383 -0.975 -2.045
C -2.412 0.119 2.001
C 0.380 3.112 3.906
N -0.288 -0.693 1.737
N -0.796 1.590 1.964
N -1.102 0.327 2.285
N 0.652 -1.907 -2.976
O 1.157 2.976 1.289
O 1.562 1.067 2.710
S 0.674 2.122 2.349
H -0.687 2.223 -1.731
H -0.311 0.562 -3.485
H 0.764 -2.380 -0.318
H -2.851 -0.638 2.551
H -2.845 1.034 2.345
H -2.559 0.051 0.823
H -0.210 2.417 4.624
H 1.281 3.370 4.433
H -0.257 3.902 3.435
H 0.620 -0.585 2.198
H 0.175 -1.953 -3.837
H 1.019 -2.875 -2.636
```

Properties
Calculated total energy: -29375.022 eV
E_HOMO (alpha / beta): -8.172 / -8.173 eV
Kohn-Sham gap (alpha / beta): 7.66 / 7.66 eV
Energy above the lowest of the compared OMol25 structures with the same formula, charge and spin: 134.8 kcal per mole
LUMO energy (alpha / beta): -0.51 / -0.51 eV

---

The following is a quantum chemistry calculation of 2 unconnected molecules or ions with the total composition C8H12NO in a non-equilibrium geometry, from the OMol25 dataset.

XYZ file:
```
22
Properties=species:S:1:pos:R:3
C -1.102 0.415 -1.966
C 2.935 -3.313 -0.398
C 1.275 -1.578 -0.478
C 0.955 -0.333 -0.683
C 2.548 -2.109 0.135
C -2.765 2.353 -0.561
C 3.492 -1.444 1.046
C -4.491 2.877 0.903
N -0.162 0.028 -1.407
O -3.967 2.141 -0.224
H -2.394 1.757 -1.339
H 3.853 -3.751 -0.122
H 2.324 -3.808 -1.224
H 0.799 -2.433 -0.933
H 1.392 0.478 -0.294
H -2.157 3.080 0.158
H 2.959 -0.717 1.671
H 4.296 -0.865 0.460
H 4.052 -2.194 1.642
H -5.500 3.376 0.754
H -3.815 3.776 1.102
H -4.528 2.263 1.760
```

Properties
Calculated total energy: -12015.838 eV
E_HOMO: -11.623 eV
Kohn-Sham gap: 5.56 eV
Net charge: +1
Energy above the lowest of the compared OMol25 structures with the same formula, charge and spin: 108.6 kcal per mole
LUMO energy: -6.06 eV